No. 1
{
  "formula": "C4H10NO2S",
  "method": "wB97M-V/def2-TZVPD",
  "symbols": ["S", "O", "O", "N", "C", "C", "C", "C", "H", "H", "H", "H", "H", "H", "H", "H", "H", "H"],
  "positions_angstrom": [[-1.604, 0.636, -0.167], [-2.443, 0.945, 0.999], [-1.989, 1.327, -1.399], [-2.060, -1.060, -0.429], [0.916, 1.755, 1.030], [0.537, 0.466, 0.349], [-1.342, -1.887, 0.585], [1.103, 0.271, -0.975], [2.104, 0.215, -0.976], [-0.280, -1.644, 0.447], [0.143, 2.260, 1.608], [-1.573, -1.653, 1.680], [-1.503, -2.931, 0.396], [1.139, 2.572, 0.431], [0.936, -0.782, -1.377], [-1.549, -1.302, -1.263], [0.859, 1.041, -1.808], [1.790, 1.603, 1.590]],
  "forces_ev_per_angstrom": [[0.369, -0.622, 1.272], [0.728, 0.212, -0.230], [0.362, -0.352, -0.058], [0.643, 0.614, 0.815], [-1.797, -0.306, -0.200], [-2.371, 0.158, 0.918], [0.530, 0.956, 1.029], [-3.192, -0.487, -2.946], [4.185, 0.375, 0.630], [-0.091, -0.424, 0.581], [-0.276, -0.858, 0.778], [-0.090, -0.093, -1.718], [-0.405, -0.618, -0.133], [0.859, 1.742, -2.242], [-0.595, 1.032, 0.094], [-0.102, 0.033, -0.799], [0.111, -0.962, 0.940], [1.134, -0.402, 1.270]],
  "mulliken_charge": [0.975, -0.717, -0.706, -0.492, -1.422, -0.114, -0.665, -1.107, 0.606, 0.292, 0.360, 0.223, 0.326, 0.417, 0.214, 0.286, 0.170, 0.354],
  "de_lowest_kcal_mol": 117.1,
  "total_charge": -1,
  "energy_ha": -761.73477,
  "smiles": "CN[S@@](=O)([O-])=C(C)C",
  "multiplicity": 1,
  "orbital_gap_ev": 6.649
}

***

No. 2
{
  "formula": "C2H6N2O2",
  "method": "wB97M-V/def2-TZVPD",
  "symbols": ["O", "O", "N", "N", "C", "C", "H", "H", "H", "H", "H", "H"],
  "positions_angstrom": [[-0.477, -1.434, 0.716], [1.295, 0.404, -0.768], [-0.127, 0.258, -1.334], [-0.424, -0.489, -2.117], [0.217, -1.396, 1.708], [-0.749, 1.302, -0.544], [1.634, -0.446, -0.797], [-0.051, -1.278, 2.735], [-1.404, 0.822, 0.229], [1.240, -1.760, 1.523], [0.084, 1.977, -0.131], [-1.238, 2.039, -1.221]],
  "forces_ev_per_angstrom": [[-0.570, 0.605, 1.448], [0.392, 2.299, 0.477], [0.793, 1.709, 1.559], [-0.961, -1.745, -1.919], [0.972, -1.984, -2.605], [-0.155, 2.746, 0.646], [1.166, -2.879, -0.446], [-0.891, 0.707, 0.857], [0.617, 0.705, -0.842], [0.453, 0.460, 0.579], [-1.380, -1.520, -0.095], [-0.437, -1.102, 0.341]],
  "mulliken_charge": [-0.390, -0.607, 0.660, -0.579, -0.062, -0.630, 0.323, 0.274, 0.235, 0.189, 0.277, 0.310],
  "de_lowest_kcal_mol": 127.8,
  "energy_ha": -339.62906,
  "multiplicity": 1,
  "orbital_gap_ev": 9.391
}

***

No. 3
{
  "formula": "CH7NO3Si",
  "method": "wB97M-V/def2-TZVPD",
  "symbols": ["Si", "O", "O", "O", "N", "C", "H", "H", "H", "H", "H", "H", "H"],
  "positions_angstrom": [[1.389, 0.516, 0.034], [-2.623, 0.640, 0.142], [-0.037, -0.224, 0.554], [-4.518, -0.637, 0.083], [2.551, -0.745, -0.282], [-3.245, -0.494, -0.267], [1.242, 1.355, -1.285], [3.609, -0.425, -0.286], [1.730, 1.217, 1.235], [-0.470, -0.830, -0.099], [-4.836, 0.131, 0.485], [-1.639, 0.553, 0.346], [2.365, -1.352, -1.031]],
  "forces_ev_per_angstrom": [[-0.065, -0.955, -1.325], [-1.790, -0.359, 0.846], [-0.451, -0.170, -1.528], [2.273, -0.737, -1.648], [2.768, 2.265, 1.414], [1.986, -0.921, 0.124], [-0.255, -0.497, 1.331], [-3.039, -1.040, -0.086], [0.432, 0.703, 0.370], [0.530, 0.417, 0.772], [-1.197, 2.587, 1.619], [-1.189, -0.464, -0.772], [-0.004, -0.829, -1.118]],
  "mulliken_charge": [0.377, -0.360, -0.568, -0.188, -0.504, -0.193, -0.065, 0.240, -0.116, 0.383, 0.256, 0.502, 0.237],
  "de_lowest_kcal_mol": 12.4,
  "energy_ha": -612.24620,
  "multiplicity": 1,
  "orbital_gap_ev": 9.548
}

***

No. 4
{
  "formula": "C35H29ClN3PRuTe4",
  "method": "wB97M-V/def2-TZVPD",
  "symbols": ["Te", "Te", "Te", "Te", "Ru", "Cl", "P", "N", "N", "N", "C", "C", "C", "C", "C", "C", "C", "C", "C", "C", "C", "C", "C", "C", "C", "C", "C", "C", "C", "C", "C", "C", "C", "C", "C", "C", "C", "C", "C", "C", "C", "C", "C", "C", "C", "H", "H", "H", "H", "H", "H", "H", "H", "H", "H", "H", "H", "H", "H", "H", "H", "H", "H", "H", "H", "H", "H", "H", "H", "H", "H", "H", "H", "H"],
  "positions_angstrom": [[4.431, -6.895, 2.031], [-0.574, -1.145, -2.498], [1.446, -2.574, -0.472], [3.139, -5.000, 0.998], [0.465, -0.202, -0.354], [-0.936, 1.843, -0.129], [1.191, 0.397, 1.775], [0.149, 0.147, -4.119], [-2.210, 0.092, -2.986], [-2.566, -1.858, -1.212], [-3.121, 1.810, -4.394], [1.478, -3.215, 4.560], [-1.035, 2.813, 4.268], [4.597, 2.360, 2.988], [-0.118, 1.889, 3.796], [4.176, 2.924, 0.689], [2.564, -1.557, 3.199], [-3.445, -2.768, 0.788], [-2.070, 0.921, -4.086], [-1.883, 3.122, 2.040], [-3.306, 0.172, -2.178], [-0.956, 2.194, 1.600], [-0.833, 0.857, -4.758], [0.716, 1.400, -6.502], [-3.347, -0.781, -1.055], [-1.919, 3.427, 3.391], [0.271, -2.545, 4.415], [1.411, 0.081, -4.616], [1.718, 0.706, -5.799], [3.057, 2.107, 0.696], [3.469, 1.553, 3.000], [-2.642, -2.874, -0.344], [2.694, 1.417, 1.850], [-4.326, 1.028, -2.464], [-0.545, 1.485, -5.988], [-4.144, -0.601, 0.061], [2.437, -0.679, -3.839], [-0.063, 1.555, 2.442], [2.624, -2.714, 3.961], [1.353, -0.884, 3.043], [-4.230, 1.867, -3.606], [4.951, 3.044, 1.833], [-4.170, -1.612, 1.009], [0.204, -1.394, 3.646], [-1.881, -4.131, -0.620], [3.191, 1.037, 3.911], [1.521, -4.140, 5.121], [3.462, -1.184, 2.722], [-5.213, 1.032, -1.849], [2.459, 2.000, -0.204], [3.564, -3.241, 4.060], [4.450, 3.457, -0.212], [-1.036, -4.226, 0.062], [-5.032, 2.552, -3.841], [-2.640, 4.145, 3.757], [0.946, 1.865, -7.451], [-3.489, -3.596, 1.482], [5.200, 2.452, 3.881], [-0.620, -2.921, 4.900], [-2.534, -4.991, -0.471], [2.728, 0.653, -6.176], [-3.020, 2.469, -5.244], [-4.724, 0.301, 0.186], [5.833, 3.671, 1.827], [-1.327, 2.004, -6.522], [0.567, 1.410, 4.485], [-1.058, 3.058, 5.322], [2.292, -0.570, -2.763], [2.398, -1.746, -4.074], [-4.770, -1.505, 1.903], [-1.502, -4.149, -1.640], [-2.559, 3.594, 1.340], [-0.746, -0.890, 3.517], [3.434, -0.320, -4.086]],
  "forces_ev_per_angstrom": [[0.198, -0.308, 0.152], [-0.289, 0.158, 0.137], [-0.159, 0.953, 0.023], [0.088, -0.076, 0.129], [-0.162, -0.412, -0.107], [0.142, -0.277, -0.064], [-0.037, 0.067, -0.360], [0.090, -0.059, -0.136], [0.192, -0.027, 0.013], [-0.004, 0.013, 0.036], [-0.025, -0.035, -0.002], [0.003, -0.022, -0.028], [0.017, -0.004, 0.002], [-0.013, -0.007, 0.013], [0.008, 0.027, 0.000], [0.002, 0.009, 0.008], [0.002, 0.061, 0.049], [-0.014, 0.013, -0.011], [-0.038, 0.027, 0.007], [0.008, 0.003, 0.018], [-0.074, 0.071, 0.022], [-0.006, -0.003, 0.040], [0.058, 0.062, 0.059], [0.035, -0.025, 0.016], [-0.012, 0.052, 0.025], [-0.014, 0.001, -0.015], [0.000, 0.022, 0.022], [-0.028, 0.022, 0.024], [0.000, 0.072, 0.000], [0.001, -0.015, -0.006], [-0.057, 0.102, 0.040], [0.053, -0.014, 0.031], [0.083, -0.126, 0.017], [0.053, -0.047, 0.005], [-0.018, 0.012, 0.001], [-0.024, -0.047, -0.028], [-0.024, -0.025, -0.020], [-0.022, -0.005, 0.094], [-0.008, -0.030, -0.032], [-0.071, -0.210, -0.184], [-0.021, 0.039, -0.029], [-0.002, 0.007, -0.015], [0.009, -0.008, -0.002], [0.024, 0.075, 0.095], [-0.016, -0.019, 0.015], [0.027, -0.041, -0.012], [0.016, 0.041, 0.065], [-0.010, -0.026, -0.048], [0.009, 0.022, 0.014], [0.020, -0.038, -0.008], [0.005, 0.016, 0.029], [0.001, 0.002, 0.001], [0.003, -0.002, -0.003], [0.001, -0.002, 0.002], [0.007, 0.009, -0.003], [0.003, 0.003, 0.001], [0.006, 0.001, 0.001], [-0.006, 0.010, 0.003], [-0.010, -0.027, -0.040], [-0.013, 0.007, -0.029], [0.000, 0.002, -0.003], [-0.005, -0.020, -0.015], [0.004, 0.001, 0.001], [0.001, -0.001, -0.001], [0.004, 0.015, 0.014], [0.001, 0.005, 0.000], [-0.011, -0.012, 0.003], [0.027, 0.031, 0.000], [-0.029, -0.007, 0.024], [-0.007, -0.006, -0.004], [0.018, 0.001, 0.007], [0.006, 0.006, -0.002], [-0.003, -0.019, -0.021], [0.006, -0.039, -0.028]],
  "mulliken_charge": [-0.055, -0.171, -0.363, 0.115, -0.048, -0.205, 1.193, 0.125, 0.231, -0.232, -0.841, -0.514, -0.874, -0.769, 0.078, -0.629, -0.454, -0.611, 0.520, -0.730, 0.669, 0.910, 0.935, -0.430, 0.517, -0.504, -0.788, 1.237, -0.852, -0.494, -0.070, 0.940, 0.551, -0.652, -1.152, -0.663, -1.291, -0.751, -0.904, 0.594, -0.885, -0.505, -0.638, -0.539, -1.561, 0.382, 0.426, 0.451, 0.411, 0.267, 0.587, 0.422, 0.241, 0.453, 0.408, 0.445, 0.454, 0.421, 0.444, 0.484, 0.444, 0.286, 0.424, 0.397, 0.357, 0.379, 0.430, 0.100, 0.271, 0.476, 0.304, 0.497, 0.461, 0.439],
  "de_lowest_kcal_mol": 2.9,
  "total_charge": 1,
  "energy_ha": -3483.68669,
  "multiplicity": 6,
  "orbital_gap_ev": [5.438, 5.598]
}